# 1
This record from the Open Molecules 2025 dataset describes a structure of composition C4H11N3. The level of theory is ωB97M-V with the def2-TZVPD basis set.

```
18
Properties=species:S:1:pos:R:3:forces:R:3:nbo_charge:R:1
C -1.32593 -0.74224 0.21273 2.989 3.912 -1.646 0.729
C 1.06780 0.77879 -0.15058 0.581 0.197 0.049 0.556
C -2.01707 -1.40895 -0.83204 -0.881 -0.898 -0.905 -0.804
C 1.75358 2.03628 -0.54240 0.255 0.347 -0.093 -0.691
N -1.36599 -0.76341 1.47618 -0.231 -0.201 0.267 -0.651
N 1.73875 -0.09788 0.56308 -0.024 -0.153 0.079 -0.710
N -0.17653 0.60256 -0.52040 -2.916 -3.604 2.234 -0.564
H -3.09350 -1.48179 -0.62062 0.079 0.065 0.126 0.330
H -1.87639 -0.94521 -1.81093 0.047 0.067 0.223 0.317
H -1.67362 -2.45102 -0.93208 0.142 0.061 0.134 0.344
H 1.23566 2.58419 -1.32408 -0.089 -0.062 -0.046 0.273
H 2.77360 1.83385 -0.86940 -0.034 -0.065 -0.039 0.285
H 1.81506 2.68181 0.33769 -0.052 -0.004 0.041 0.293
H -2.02281 -1.39396 1.95655 0.121 0.018 -0.124 0.485
H -0.82898 -0.15137 2.09011 0.048 0.093 -0.171 0.478
H 2.71524 0.07403 0.77271 -0.090 0.021 -0.013 0.457
H 1.39242 -1.01548 0.80540 0.032 0.044 -0.072 0.420
H -0.71878 1.27806 -1.03965 0.023 0.161 -0.044 0.455
```
Forces are in eV/Å.

Values from the calculation:
Relative energy (zero: lowest compared OMol25 entry of this formula, charge and spin) ... 25.2 kcal/mol
Gap between HOMO and LUMO ... 10.34 eV
Maximum force ... 0.101 Eh/bohr
HOMO ... -19.91 eV
Total charge ... +2

# 2
This record from the Open Molecules 2025 dataset describes an isolated molecule of C4H7N. The level of theory is ωB97M-V with the def2-TZVPD basis set.

```
12
Properties=species:S:1:pos:R:3:forces:R:3:nbo_charge:R:1
C -0.13592 -1.99838 -1.08064 -0.135 2.419 4.727 -0.082
N -0.90856 -1.12834 -0.39345 1.611 -3.036 -1.819 -0.401
C -0.29026 -0.18129 0.49533 -0.297 1.012 -0.338 -0.081
C -0.06210 1.10390 0.10266 -1.133 -0.909 -1.430 -0.219
C 0.92643 1.97233 0.73411 3.080 -2.064 0.920 -0.648
H 1.00584 -1.89449 -0.77827 -1.995 -0.565 -1.296 0.156
H -0.53805 -2.97862 -1.48507 0.265 1.806 -0.070 0.206
H -0.22139 -0.46608 1.60642 0.420 0.068 -1.932 0.212
H -0.50756 1.53450 -0.85961 0.740 -1.208 1.119 0.206
H 1.93203 1.80414 0.21944 -1.289 0.774 -0.192 0.223
H 1.30376 1.52372 1.66898 -0.770 0.268 0.357 0.211
H 0.75639 2.99581 0.87356 -0.499 1.434 -0.044 0.217
```
Forces are in eV/Å.

Values from the calculation:
Relative energy (zero: lowest compared OMol25 entry of this formula, charge and spin) ... 63.1 kcal/mol
Gap between HOMO and LUMO ... 9.12 eV
Maximum force ... 0.103 Eh/bohr
HOMO ... -8.40 eV
SMILES string ... C=N/C=C/C

# 3
This record from the Open Molecules 2025 dataset describes the ion C9H16NO2 with charge +1. The level of theory is ωB97M-V with the def2-TZVPD basis set.

```
28
Properties=species:S:1:pos:R:3:forces:R:3:nbo_charge:R:1
C 2.55355 -0.09528 -0.05147 -3.944 -1.283 -0.333 -0.370
N 1.30787 0.50058 0.60687 -3.278 -2.097 2.281 -0.361
C 1.44006 1.83817 1.27329 -0.091 1.308 -0.673 -0.442
C -0.07350 0.37207 -0.13969 0.702 0.255 -0.325 0.007
C -0.04288 1.30048 -1.31946 -0.076 -0.353 -1.523 0.384
O 0.89743 1.88894 -1.78997 1.578 -0.225 1.370 -0.514
C -1.41235 0.22239 0.59995 1.061 0.068 0.125 -0.347
C -2.57606 1.13113 0.21533 -1.503 -1.545 1.766 0.443
O -2.59470 1.88923 -0.68948 0.149 0.887 -0.713 -0.463
C -0.94577 -0.99774 -0.10855 2.493 0.431 -3.543 0.071
C -0.34506 -2.19875 0.60592 -3.626 0.616 0.884 -0.633
C -1.36447 -1.49203 -1.54428 0.721 3.440 -0.052 -0.610
H 3.17245 0.65522 -0.26405 2.339 2.987 -1.251 0.230
H 2.99287 -0.73926 0.60572 1.185 -1.486 2.237 0.219
H 2.30815 -0.73660 -0.89530 -0.380 0.607 -0.280 0.242
H 1.00852 -0.09419 1.42924 1.203 0.220 -1.021 0.429
H 1.71212 2.48588 0.44735 -0.729 0.596 -0.138 0.252
H 0.46187 2.18703 1.82525 2.184 -0.977 -1.085 0.254
H 2.38521 1.89105 1.81988 -0.544 -0.518 0.780 0.243
H -0.90572 1.46766 -1.91025 -1.584 -0.622 0.006 0.185
H -1.26895 -0.04975 1.63524 -0.493 0.723 0.612 0.247
H -3.51717 0.98083 0.84868 0.993 0.069 -0.407 0.148
H 0.66462 -2.26261 0.65277 3.267 -0.078 -0.457 0.214
H -0.76392 -3.05680 0.08564 0.289 -0.297 0.439 0.253
H -0.65532 -2.20913 1.65117 -0.288 -0.261 0.094 0.225
H -0.52474 -1.92134 -2.14677 -0.425 0.854 0.618 0.240
H -1.93844 -0.67007 -2.09008 0.879 -1.297 0.416 0.233
H -1.97568 -2.28708 -1.35295 -2.084 -2.023 0.174 0.220
```
Forces are in eV/Å.

Values from the calculation:
Relative energy (zero: lowest compared OMol25 entry of this formula, charge and spin) ... 106.1 kcal/mol
Gap between HOMO and LUMO ... 10.25 eV
Maximum force ... 0.088 Eh/bohr
HOMO ... -13.30 eV
Total charge ... +1
SMILES string ... C[NH+](C)[C@]1(C=O)[C@@H](C=O)C1(C)C

# 4
This record from the Open Molecules 2025 dataset describes a structure of composition C18H20F3N2OReS. The level of theory is ωB97M-V with the def2-TZVPD basis set.

```
46
Properties=species:S:1:pos:R:3:forces:R:3:mulliken_spin:R:1
Re -0.04764 -1.22108 -1.14369 0.180 0.742 0.249 1.131
N 1.77718 -1.83332 -2.05783 -0.066 -0.054 0.020 -0.033
C 1.43313 -2.03443 -3.49940 -0.004 0.001 -0.059 -0.012
C 0.80397 -0.76072 -4.05056 0.026 -0.017 0.013 0.001
N -0.08954 -0.12892 -2.99891 -0.026 -0.262 -0.070 -0.011
H 2.53124 -1.15205 -1.96519 -0.027 0.024 0.028 0.005
H 2.14721 -2.69920 -1.66313 -0.025 -0.017 -0.004 0.003
H 0.73359 -2.87317 -3.54830 -0.004 0.007 0.017 0.000
H 2.31288 -2.31670 -4.07796 -0.013 0.017 -0.012 0.002
H 0.20985 -0.99488 -4.93103 0.025 0.033 -0.018 -0.001
H 1.55824 -0.03441 -4.34800 0.023 0.002 0.055 0.000
H -1.02782 0.01733 -3.36668 0.009 -0.050 -0.063 0.003
H 0.25477 0.81067 -2.80891 -0.063 0.029 0.039 0.001
F 4.35984 4.94400 4.37549 0.030 0.004 -0.004 0.000
C 3.05135 4.76851 4.48544 -0.027 -0.026 -0.016 -0.009
F 2.76680 4.33418 5.71198 -0.001 -0.006 0.017 -0.003
F 2.43274 5.92957 4.28289 -0.006 0.020 -0.005 -0.003
C 2.53722 3.74674 3.47313 0.005 0.005 0.004 -0.073
C 1.15313 3.51665 3.43618 -0.017 -0.005 -0.003 0.003
C 0.64818 2.60561 2.55269 -0.046 0.008 0.013 -0.002
C 1.53560 1.90186 1.68209 0.007 -0.057 -0.088 -0.009
C 2.94020 2.15717 1.73932 0.021 -0.012 -0.004 -0.006
C 3.42871 3.07423 2.63260 -0.004 -0.016 -0.019 -0.001
C 1.05129 0.97802 0.79449 0.164 0.095 0.193 0.399
C 0.63788 0.12466 -0.04060 -0.294 -0.409 -0.279 -0.405
H 0.50239 4.06343 4.10589 -0.006 -0.006 -0.004 0.000
H -0.41377 2.40896 2.50331 -0.006 0.009 0.009 0.000
H 3.60533 1.61971 1.07748 0.009 0.005 0.005 0.001
H 4.48769 3.28293 2.69479 0.000 -0.006 -0.007 0.000
C -1.71004 -3.91301 1.55592 0.026 -0.003 -0.011 0.001
S -1.67623 -3.76308 -0.21495 -0.080 0.011 0.074 0.010
O -0.25864 -3.09444 -0.52266 0.090 -0.038 -0.139 0.013
C -2.70393 -2.35926 -0.57619 0.053 0.011 -0.030 -0.007
C -2.30632 -1.09487 -0.08230 0.010 -0.031 0.149 -0.026
C -2.99246 0.03318 -0.53653 0.099 -0.021 -0.052 -0.007
C -4.04701 -0.10130 -1.44020 -0.014 -0.016 -0.030 0.010
C -4.43118 -1.35635 -1.88414 -0.010 0.021 -0.008 -0.003
C -3.73933 -2.50349 -1.47533 0.042 0.007 -0.011 0.016
H -1.57087 -2.95258 2.04610 0.017 0.004 -0.009 0.000
H -0.92236 -4.61933 1.82042 -0.002 -0.007 0.005 0.000
H -2.68147 -4.34790 1.80414 -0.009 0.006 -0.006 0.001
H -1.67803 -1.01244 0.80291 -0.072 -0.002 0.035 0.013
H -2.73165 1.00914 -0.14768 -0.013 0.001 0.018 0.000
H -4.58936 0.77502 -1.77010 0.004 0.005 0.000 0.000
H -5.26674 -1.45771 -2.56505 -0.004 0.001 0.003 0.000
H -4.01602 -3.47698 -1.86195 0.003 -0.007 0.006 0.001
```
Forces are in eV/Å.

Values from the calculation:
⟨S²⟩ ... 0.918
Relative energy (zero: lowest compared OMol25 entry of this formula, charge and spin) ... 0.3 kcal/mol
Gap between HOMO and LUMO (alpha / beta) ... 6.35 / 7.08 eV
Maximum force ... 0.016 Eh/bohr
Multiplicity ... 2
HOMO (alpha / beta) ... -18.33 / -18.41 eV
Total charge ... +3

Question: Which of these has the highest relative energy (zero: lowest compared OMol25 entry of this formula, charge and spin)?
Answer: C9H16NO2

Question: Which of these has the lowest maximum force?
Answer: C18H20F3N2OReS

What did the second record say?
This record from the Open Molecules 2025 dataset describes an isolated molecule of C4H7N. The level of theory is ωB97M-V with the def2-TZVPD basis set.

```
12
Properties=species:S:1:pos:R:3:forces:R:3:nbo_charge:R:1
C -0.13592 -1.99838 -1.08064 -0.135 2.419 4.727 -0.082
N -0.90856 -1.12834 -0.39345 1.611 -3.036 -1.819 -0.401
C -0.29026 -0.18129 0.49533 -0.297 1.012 -0.338 -0.081
C -0.06210 1.10390 0.10266 -1.133 -0.909 -1.430 -0.219
C 0.92643 1.97233 0.73411 3.080 -2.064 0.920 -0.648
H 1.00584 -1.89449 -0.77827 -1.995 -0.565 -1.296 0.156
H -0.53805 -2.97862 -1.48507 0.265 1.806 -0.070 0.206
H -0.22139 -0.46608 1.60642 0.420 0.068 -1.932 0.212
H -0.50756 1.53450 -0.85961 0.740 -1.208 1.119 0.206
H 1.93203 1.80414 0.21944 -1.289 0.774 -0.192 0.223
H 1.30376 1.52372 1.66898 -0.770 0.268 0.357 0.211
H 0.75639 2.99581 0.87356 -0.499 1.434 -0.044 0.217
```
Forces are in eV/Å.

Values from the calculation:
Relative energy (zero: lowest compared OMol25 entry of this formula, charge and spin) ... 63.1 kcal/mol
Gap between HOMO and LUMO ... 9.12 eV
Maximum force ... 0.103 Eh/bohr
HOMO ... -8.40 eV
SMILES string ... C=N/C=C/C